(1)
Molecular formula: C30H39F7O30
Method: DFT, ωB97M-V/def2-TZVPD

Structure (ORCA input):
```
! wB97M-V def2-TZVPD RIJCOSX def2/J DEFGRID3
* xyz 0 1
O -17.2673 -2.5333 18.5038
C -17.7230 -1.4651 18.0582
O -18.4556 -0.6441 18.8114
C -19.1314 0.2943 17.9335
C -17.9939 0.4954 16.9365
F -17.1542 1.3899 17.4324
O -17.5006 -0.8617 16.8749
H -20.0451 -0.1599 17.5501
H -19.6878 1.1082 18.3982
H -18.3163 0.7943 15.9391
O -18.9863 4.0660 14.6258
C -19.4641 4.3816 15.7282
O -19.0189 3.8581 16.9019
C -19.6009 4.5415 17.9535
C -20.9196 4.7604 17.3018
F -21.5373 5.8132 17.8331
O -20.5542 5.0271 16.0058
H -19.8708 3.8683 18.7672
H -19.1140 5.4366 18.3405
H -21.5688 3.9039 17.4835
O -18.1088 5.5346 20.6658
C -18.5321 5.6254 21.7428
O -18.0522 6.4274 22.6618
C -18.8513 6.3522 23.8493
C -20.1566 5.9200 23.2920
F -20.7993 7.0311 23.1818
O -19.7858 5.2787 22.1136
H -18.4284 5.6916 24.6062
H -18.8050 7.2764 24.4253
H -20.5753 5.2400 24.0339
O -21.1247 11.7179 21.2554
C -20.5083 10.9435 20.5553
O -20.6097 9.5843 20.6162
C -19.4697 8.9170 19.9743
C -18.9068 10.0908 19.2361
F -19.4894 9.9972 18.0124
O -19.3305 11.2191 19.9910
H -18.7361 8.6578 20.7377
H -19.7394 8.0186 19.4191
H -17.8219 10.0915 19.1307
O -21.4500 2.2431 19.9101
C -21.9878 1.1619 20.2513
O -23.1737 1.1051 20.8479
C -23.3271 -0.1421 21.3303
C -22.4455 -0.9421 20.4587
F -23.1939 -1.4068 19.4145
O -21.5288 -0.0100 20.0462
H -23.0411 -0.1115 22.3817
H -24.3805 -0.4176 21.2801
H -22.1121 -1.8195 21.0129
O -24.2543 2.5096 16.8399
C -24.5458 3.4011 17.6063
O -25.6396 4.2132 17.3668
C -25.7151 5.0001 18.5978
C -24.3698 5.0483 19.1818
F -24.2666 4.9463 20.5053
O -23.8326 3.8792 18.6492
H -26.1903 5.9742 18.4819
H -26.2397 4.4305 19.3648
H -23.8168 5.9025 18.7912
O -17.3488 7.6575 17.9728
C -17.6412 7.7525 16.7835
O -16.7985 7.7460 15.7573
C -17.5918 7.6373 14.5314
C -18.8864 8.3878 14.9630
F -19.9418 7.7109 14.4567
O -18.8597 7.9515 16.3123
H -17.1670 8.1368 13.6607
H -17.9175 6.6178 14.3248
H -18.9742 9.4450 14.7127
C -16.4995 2.9316 10.1685
O -17.7381 2.6286 10.7315
C -18.6920 2.3441 9.9240
O -18.6545 2.2480 8.7037
O -19.8523 2.2339 10.6342
C -19.9285 2.2430 12.0487
H -16.1456 1.9889 9.7512
H -15.7769 2.9944 10.9821
H -16.5639 3.6275 9.3321
H -19.0357 1.8500 12.5351
H -20.7139 1.5637 12.3801
H -20.0723 3.2401 12.4648
C -20.6717 0.1854 25.0667
O -20.1042 0.2613 23.7191
C -19.5491 1.4209 23.2585
O -19.6154 2.5775 23.7510
O -19.1307 1.0650 22.0552
C -18.0954 1.9898 21.6234
H -20.0316 0.4452 25.9098
H -20.9568 -0.8500 25.2532
H -21.4732 0.9241 25.0764
H -17.7721 2.8920 22.1426
H -18.3752 2.3804 20.6450
H -17.2571 1.3271 21.4085
C -25.6465 1.6753 10.8554
O -24.4296 1.9451 11.6764
C -24.3639 3.1016 12.2477
O -25.0875 4.0758 11.9832
O -23.3721 3.0157 13.0903
C -22.8500 4.1168 13.7920
H -25.4434 1.6128 9.7863
H -26.4149 2.4428 10.9477
H -25.9916 0.6451 10.9422
H -21.9493 4.4634 13.2853
H -22.5471 3.6294 14.7187
H -23.5374 4.9033 14.1034
*
```

Its structure (SMILES) is O=C1OC[C@@H](F)O1.O=C1OC[C@@H](F)O1.O=C1OC[C@@H](F)O1.O=C1OC[C@@H](F)O1.O=C1OC[C@@H](F)O1.O=C1OC[C@@H](F)O1.O=C1OC[C@@H](F)O1.COC(=O)OC.COC(=O)OC.COC(=O)OC. Its highest occupied orbital energy is -10.3 eV. The calculation puts the orbital gap at 10.46 eV. The value obtained for the energy is -112185.2146 eV. The energy relative to the best compared isomer or geometry (same formula, charge and spin) comes out at 0.508 eV. As for the maximum force: 7.45 eV/Å.


(2)
Molecular formula: C39H54BF4IN2O17S
Method: DFT, ωB97M-V/def2-TZVPD

Structure (ORCA input):
```
! wB97M-V def2-TZVPD RIJCOSX def2/J DEFGRID3
* xyz 0 1
C -4.0049 6.7845 -1.5574
C -3.6630 5.8156 -2.6768
O -2.7880 6.4738 -3.6008
C -2.9868 4.5531 -2.1478
N -3.3546 3.3575 -2.9016
C -3.1800 2.1286 -2.1346
C -1.7020 1.7573 -2.0402
O -1.5577 0.3684 -2.3245
C -0.3395 -0.2187 -1.9864
C 0.8673 0.6464 -2.2828
C 2.2444 -0.0602 -2.3567
C 2.2348 -1.5726 -2.2352
O 2.8696 0.2542 -3.6051
O -0.2556 -0.5222 -0.5738
C -1.0635 -1.3025 0.1904
I -2.8394 -0.0966 0.7721
C -0.2404 -1.6332 1.5050
C -1.1244 -2.3644 2.5360
C -1.5670 -1.5791 3.7734
N -2.6459 -2.3112 4.4246
C 0.3765 -0.3252 2.0779
C 1.7394 0.0802 1.4974
C 2.0296 1.5579 1.7431
C 2.0789 1.8649 3.2299
O 3.0084 0.9688 3.8617
O 0.8474 -2.4123 0.9740
C 1.7929 -3.1275 1.7489
O 3.0182 -3.0088 1.0369
B 2.0686 -2.5789 3.2792
O 3.1961 -1.8380 3.5011
O 1.2274 -2.9749 4.2770
C 1.5477 -4.6577 1.6780
F 1.4651 -5.0424 0.3910
F 0.3972 -5.0184 2.2864
C 2.7267 -5.4335 2.3276
F 2.8692 -6.6434 1.7367
F 2.4492 -5.6421 3.6380
S -1.6958 -2.8968 -0.6677
C -3.4599 -2.9828 -0.5684
O -1.2075 -4.0093 0.0864
O -1.3752 -2.7791 -2.0625
H -4.8626 6.4311 -0.9830
H -3.1546 6.9076 -0.8840
H -4.2478 7.7607 -1.9763
H -4.5799 5.5326 -3.2076
H -3.1691 6.4428 -4.4829
H -3.1966 4.4300 -1.0722
H -1.9108 4.7280 -2.2456
H -4.3284 3.4381 -3.1701
H -3.5978 2.2377 -1.1236
H -3.6932 1.3161 -2.6496
H -1.1633 2.3549 -2.7834
H -1.2869 1.9889 -1.0534
H -0.3087 -1.1277 -2.5747
H 0.7033 1.1201 -3.2515
H 0.9327 1.4484 -1.5440
H 2.8882 0.3592 -1.5748
H 3.2328 -1.9397 -1.9942
H 1.5349 -1.9193 -1.4744
H 1.9614 -2.0285 -3.1858
H 2.9361 1.2188 -3.6235
H -2.0270 -2.7390 2.0529
H -0.6168 -3.2581 2.8865
H -0.7446 -1.5274 4.4916
H -1.8283 -0.5438 3.5261
H -3.4379 -2.4123 3.7998
H -2.9436 -1.8171 5.2578
H -0.3083 0.5142 1.9478
H 0.4942 -0.4844 3.1526
H 1.7722 -0.1192 0.4323
H 2.5369 -0.4635 1.9892
H 2.9821 1.8188 1.2741
H 1.2616 2.1834 1.2729
H 1.0904 1.7261 3.6808
H 2.3706 2.9047 3.3977
H 3.4705 1.4304 4.5680
H 2.8997 -2.3044 0.3870
H 3.0822 -0.9889 3.9573
H 1.1105 -2.3462 4.9986
H 3.6673 -4.8896 2.2421
H -3.8021 -2.9828 0.4613
H -3.9302 -2.2189 -1.1787
H -3.6207 -3.9693 -1.0096
O -7.6585 0.6992 9.1217
C -6.6050 0.5144 8.5548
C -6.4834 -0.4812 7.4577
C -5.3264 -0.6849 6.8349
C -4.1085 0.0761 7.2096
O -3.0500 -0.1031 6.6421
C -4.2271 1.0699 8.3051
C -5.3836 1.2738 8.9288
H -7.3869 -1.0214 7.2052
H -5.2165 -1.4058 6.0344
H -3.3223 1.6079 8.5573
H -5.4985 1.9919 9.7307
O 5.8450 6.9758 -4.6952
C 5.1836 6.0904 -4.2015
C 5.2187 4.7066 -4.7429
C 4.4905 3.7350 -4.2009
C 3.6150 3.9952 -3.0318
O 2.9483 3.1098 -2.5319
C 3.5784 5.3739 -2.4876
C 4.3053 6.3463 -3.0298
H 5.8674 4.5460 -5.5944
H 4.5034 2.7190 -4.5770
H 2.9290 5.5320 -1.6361
H 4.2976 7.3619 -2.6556
O 3.7977 -2.9835 -4.6164
C 3.3343 -3.7484 -5.4326
C 3.6436 -3.6155 -6.8797
C 3.1281 -4.4537 -7.7738
C 2.2212 -5.5573 -7.3639
O 1.7542 -6.3201 -8.1821
C 1.9098 -5.6879 -5.9181
C 2.4255 -4.8507 -5.0225
H 4.3052 -2.8023 -7.1497
H 3.3357 -4.3809 -8.8339
H 1.2445 -6.4974 -5.6464
H 2.2129 -4.9229 -3.9628
*
```

Its structure (SMILES) is C[C@@H](O)CNCCO[C@@H](C[C@@H](C)O)O[C@](I)([C@](CCN)(CCCCO)O[C@@](O)(B(O)O)C(F)(F)C(F)F)S(C)(=O)=O.O=C1C=CC(=O)C=C1.O=C1C=CC(=O)C=C1.O=C1C=CC(=O)C=C1. Its highest occupied orbital energy is -9.1 eV. The calculation puts the orbital gap at 7.20 eV. The value obtained for the energy is -109585.2184 eV. As for the maximum force: 0.75 eV/Å.


(3)
Molecular formula: C48H67N2P2STeV
Method: DFT, ωB97M-V/def2-TZVPD

Structure (ORCA input):
```
! wB97M-V def2-TZVPD RIJCOSX def2/J DEFGRID3
* xyz 1 2
V -0.1717 0.3431 0.3953
C 3.3033 0.3096 2.3261
C 2.3535 0.0366 3.4816
C 3.0295 -0.9833 4.4058
P 0.6295 -0.2850 2.8788
C -0.4663 0.2212 4.2991
C -1.8887 -0.3081 4.1046
C 0.0297 -0.1896 5.6840
C 0.2389 -2.0325 2.6576
C 0.7162 -3.1067 3.4092
C 0.2826 -4.4055 3.1874
C 0.8245 -5.5578 3.9865
C -0.6522 -4.6091 2.1756
C -1.1475 -3.5598 1.4257
C -0.7371 -2.2487 1.6804
N -1.2666 -1.1427 0.9480
C -2.6254 -1.2958 0.5646
C -3.5464 -1.9441 1.3950
C -4.8225 -2.2193 0.9483
C -5.2369 -1.8712 -0.3373
C -6.6198 -2.1998 -0.8261
C -4.3500 -1.1493 -1.1184
C -3.0685 -0.8141 -0.6711
P -1.9960 0.4208 -1.4273
C -1.5547 -0.1244 -3.1477
C -2.7453 -0.2552 -4.0984
C -0.7442 -1.4125 -3.1346
C -3.0458 1.9440 -1.5704
C -4.5416 1.7984 -1.8608
C -2.4267 3.0120 -2.4757
H 4.2675 0.6406 2.7196
H 2.9215 1.0745 1.6564
H 3.4755 -0.6002 1.7511
H 2.2031 0.9717 4.0359
H 3.3717 -1.8406 3.8247
H 2.4127 -1.3392 5.2231
H 3.9173 -0.5180 4.8386
H -0.4837 1.3138 4.2590
H -1.9100 -1.3909 4.2489
H -2.3010 -0.0810 3.1230
H -2.5410 0.1432 4.8541
H 0.1138 -1.2756 5.7701
H -0.7007 0.1373 6.4263
H 0.9835 0.2634 5.9458
H 1.4281 -2.9357 4.2010
H 1.3436 -5.2110 4.8795
H 1.5347 -6.1420 3.3967
H 0.0269 -6.2326 4.2982
H -0.9960 -5.6157 1.9636
H -1.8734 -3.7592 0.6488
H -3.2432 -2.2655 2.3816
H -5.5104 -2.7363 1.6077
H -6.9068 -3.2152 -0.5529
H -6.6860 -2.1110 -1.9102
H -7.3583 -1.5226 -0.3915
H -4.6760 -0.8177 -2.0936
H -0.9091 0.6758 -3.5239
H -3.4202 -1.0520 -3.7835
H -2.3814 -0.5191 -5.0931
H -3.3148 0.6669 -4.1903
H -1.2989 -2.2275 -2.6608
H 0.2033 -1.2880 -2.6189
H -0.5235 -1.7131 -4.1605
H -2.9817 2.3210 -0.5526
H -4.7559 1.3907 -2.8485
H -4.9720 2.8019 -1.8268
H -5.0565 1.2014 -1.1132
H -2.2207 2.6471 -3.4838
H -1.5115 3.4207 -2.0592
H -3.1288 3.8418 -2.5670
Te -1.0864 2.4203 1.7741
C -1.8983 4.0519 0.7313
C -3.2184 4.4090 0.6520
C -3.4211 5.6653 0.0254
C -2.2507 6.2551 -0.3488
S -0.9096 5.2843 0.0631
H -4.0199 3.8024 1.0535
H -4.3911 6.1172 -0.1268
H -2.1148 7.2117 -0.8291
C 5.7566 -2.2414 -0.8010
C 4.2552 -2.2180 -0.7112
C 3.5229 -3.3957 -0.6703
C 2.1396 -3.3759 -0.5983
C 1.3684 -4.6653 -0.5942
C 1.4845 -2.1472 -0.5632
C 2.1862 -0.9386 -0.6233
C 3.5844 -1.0051 -0.6952
N 1.4419 0.2836 -0.6044
C 2.0011 1.4505 -1.3802
C 3.0567 2.2548 -0.5894
C 3.5751 3.4234 -1.4361
C 4.1347 2.8986 -2.7613
C 3.0278 2.2017 -3.5572
C 1.8794 3.1746 -3.8156
C 1.3321 3.6509 -2.4715
C 2.4270 4.3900 -1.7047
C 0.8602 2.4306 -1.6669
C 2.5175 0.9956 -2.7605
H 6.1548 -3.2142 -0.5157
H 6.2023 -1.4876 -0.1506
H 6.0891 -2.0332 -1.8204
H 4.0407 -4.3482 -0.7088
H 1.9460 -5.4622 -1.0616
H 0.4241 -4.5661 -1.1314
H 1.1329 -4.9716 0.4249
H 0.4040 -2.1400 -0.5514
H 4.1810 -0.1113 -0.7149
H 3.8975 1.6483 -0.2683
H 2.5779 2.6388 0.3184
H 4.3638 3.9324 -0.8776
H 4.9593 2.2016 -2.5769
H 4.5461 3.7281 -3.3428
H 3.4323 1.8402 -4.5052
H 1.0916 2.6793 -4.3941
H 2.2232 4.0289 -4.4051
H 0.4791 4.3150 -2.6267
H 2.0359 4.7742 -0.7595
H 2.7780 5.2481 -2.2847
H 0.0960 1.9075 -2.2379
H 0.4094 2.7634 -0.7258
H 3.3109 0.2587 -2.6916
H 1.6880 0.5124 -3.2915
*
```

Its highest occupied orbital energy (alpha / beta) is -9.8 / -9.9 eV. The calculation puts the orbital gap (alpha / beta) at 6.06 / 7.41 eV. Its expectation value of S² is 0.981. The value obtained for the energy is -116235.2994 eV. The energy relative to the best compared isomer or geometry (same formula, charge and spin) comes out at 0.328 eV. As for the maximum force: 0.39 eV/Å.


(4)
Molecular formula: C3H10NOS
Method: DFT, ωB97M-V/def2-TZVPD

Structure (ORCA input):
```
! wB97M-V def2-TZVPD RIJCOSX def2/J DEFGRID3
* xyz -1 1
C 0.7560 -0.5892 0.2733
C 0.8694 0.3300 -0.9826
S -0.8368 0.0627 -1.8033
C 1.7476 -0.4022 1.4228
N 0.9473 -1.0208 2.5211
H 0.8510 -1.7020 -0.1797
H -0.2732 -0.7689 0.3951
H 1.7545 0.0683 -1.6122
H 0.6538 1.3816 -0.6838
H 1.7549 0.6443 1.6284
H 2.6454 -0.9948 1.2844
H 0.1801 -0.5538 2.7867
H 0.7390 -2.0818 2.2815
H -4.1482 1.5506 -1.7583
H -3.3534 2.0468 -2.9745
O -4.2874 2.0292 -2.5990
*
```

Its highest occupied orbital energy is -2.6 eV. The calculation puts the orbital gap at 6.50 eV. The value obtained for the energy is -17645.0529 eV. The energy relative to the best compared isomer or geometry (same formula, charge and spin) comes out at 2.390 eV. As for the maximum force: 7.14 eV/Å.


(5)
Molecular formula: C30H34F5N4O5
Method: DFT, ωB97M-V/def2-TZVPD

Structure (ORCA input):
```
! wB97M-V def2-TZVPD RIJCOSX def2/J DEFGRID3
* xyz 1 1
C 3.5039 -1.4182 5.0454
C 3.3984 -2.7271 5.3087
C 2.6329 -3.7292 4.4763
C 1.3231 -3.1418 3.9636
N 0.8152 -4.1549 2.9864
C 1.5500 -4.1211 1.6814
C 1.0401 -3.0532 0.7005
C -0.4369 -2.6233 0.8291
C -0.5999 -1.2528 1.4749
O -0.2712 -0.3140 0.4785
C -0.3341 1.0372 0.9236
C 3.0311 -3.8708 2.0335
C 3.9804 -4.4708 0.9700
F 4.5215 -5.6255 1.4564
F 3.2349 -4.8599 -0.1207
C 5.0997 -3.5854 0.4766
C 5.3956 -2.3258 0.9708
C 6.4303 -1.5661 0.4364
C 7.1814 -2.0708 -0.6084
C 6.9053 -3.3490 -1.0808
C 7.7601 -3.8848 -2.2036
F 7.2700 -5.0228 -2.7166
F 7.8740 -2.9855 -3.1986
F 9.0120 -4.1368 -1.7641
C 5.8824 -4.1069 -0.5547
N 3.3692 -4.3996 3.3663
H 3.5596 -0.7252 5.8775
H 3.6137 -0.9852 4.0550
H 3.9028 -3.1166 6.1875
H 2.3492 -4.5307 5.1692
H 1.5265 -2.2078 3.4468
H 0.6129 -2.9668 4.7648
H 1.0304 -5.0579 3.4206
H -0.1983 -4.1315 2.8774
H 1.4195 -5.1002 1.2263
H 1.1661 -3.4828 -0.2912
H 1.6553 -2.1526 0.7033
H -0.8138 -2.4895 -0.1847
H -1.0895 -3.3706 1.2891
H 0.0967 -1.1108 2.3152
H -1.6160 -1.1013 1.8551
H 0.5714 1.5355 0.5728
H -0.3811 1.1370 2.0077
H -1.1675 1.5453 0.4375
H 3.1641 -2.7881 2.0575
H 4.8345 -1.8947 1.7895
H 6.6069 -0.5790 0.8387
H 7.9666 -1.4628 -1.0353
H 5.6907 -5.0984 -0.9398
H 4.3625 -4.2597 3.5035
C -1.6719 4.2837 -4.8313
C -2.1733 3.0046 -4.6257
C -2.8507 2.7047 -3.4557
C -3.0165 3.7003 -2.5085
C -2.5211 4.9789 -2.6916
C -1.8428 5.2661 -3.8653
N -3.7532 3.3840 -1.2744
O -4.1635 2.2453 -1.1358
O -3.9095 4.2704 -0.4621
H -1.1487 4.5161 -5.7494
H -2.0397 2.2409 -5.3794
H -3.2453 1.7143 -3.2861
H -2.6620 5.7418 -1.9422
H -1.4529 6.2612 -4.0272
C -9.6542 4.9951 -1.9349
C -8.5402 4.6905 -1.1633
C -7.3263 5.3072 -1.4201
C -7.2563 6.2257 -2.4520
C -8.3506 6.5396 -3.2363
C -9.5585 5.9150 -2.9711
N -5.9734 6.8964 -2.7156
O -5.0277 6.5803 -2.0203
O -5.9324 7.7186 -3.6060
H -10.6012 4.5148 -1.7273
H -8.6165 3.9734 -0.3578
H -6.4531 5.0780 -0.8260
H -8.2649 7.2581 -4.0376
H -10.4263 6.1487 -3.5720
*
```

Its highest occupied orbital energy is -11.2 eV. The calculation puts the orbital gap at 8.29 eV. The value obtained for the energy is -61433.8620 eV. As for the maximum force: 1.24 eV/Å.


(6)
Molecular formula: C17H9F6N2O3S2
Method: DFT, ωB97M-V/def2-TZVPD

Structure (ORCA input):
```
! wB97M-V def2-TZVPD RIJCOSX def2/J DEFGRID3
* xyz -1 1
F -1.7995 2.8829 0.9925
C -0.5282 2.4104 0.7905
F 0.2311 3.4462 0.3181
F -0.0335 2.0862 2.0286
C -0.5040 1.2151 -0.1220
C 0.5417 1.0398 -1.0326
C 0.6176 -0.1442 -1.7595
C -0.3304 -1.1944 -1.5794
C -0.2558 -2.4520 -2.2742
C -1.3716 -3.2978 -2.2013
N -2.2503 -4.0816 -2.1654
C -1.4129 -0.9338 -0.6939
C -1.4942 0.2482 0.0255
H 1.2748 1.8271 -1.1721
H 1.4108 -0.2785 -2.4955
H 0.3986 -2.4587 -3.1476
H -2.2204 -1.6564 -0.5713
H -2.3460 0.4085 0.6821
F 0.7494 -7.1354 -1.8181
C 1.7534 -6.2678 -2.1340
F 2.6895 -6.3160 -1.1651
F 2.3192 -6.6981 -3.2941
S 1.0025 -4.5952 -2.2313
N 2.5247 -3.6887 -2.1197
C 2.8469 -3.0476 -0.9152
O 2.3565 -3.3056 0.1762
C 3.8155 -1.9803 -1.2307
C 4.0849 -1.8843 -2.5863
C 4.6540 -0.7312 -3.1185
C 4.9617 0.3139 -2.2435
C 4.7576 0.1943 -0.8570
C 4.2003 -0.9698 -0.3303
S 3.3420 -3.1468 -3.5775
O 4.2621 -4.1587 -4.0166
O 2.3656 -2.6025 -4.4833
H 4.8413 -0.6637 -4.1896
H 5.3844 1.2299 -2.6381
H 5.0391 1.0419 -0.2300
H 4.0116 -1.1143 0.7383
*
```

Its highest occupied orbital energy is -3.6 eV. The calculation puts the orbital gap at 5.43 eV. The value obtained for the energy is -64874.0592 eV. The energy relative to the best compared isomer or geometry (same formula, charge and spin) comes out at 0.167 eV. As for the maximum force: 2.33 eV/Å.